[1]
8
Properties=species:S:1:pos:R:3:lowdin_charge:R:1 method="wB97M-V/def2-TZVPD" homo_energy_ev=-9.7 smiles="NS(=O)(=O)N=O" spin_multiplicity=1 orbital_gap_ha=0.314
N 0.287 0.099 0.156 -0.071
S 1.773 -0.697 0.057 0.615
O 1.713 -1.250 -1.254 -0.311
O 2.275 -1.376 1.218 -0.311
N 2.826 0.970 -0.003 -0.014
O 2.065 1.810 -0.354 -0.032
H -0.308 -0.399 -0.481 0.066
H -0.053 0.416 1.024 0.059

***

[2]
8
Properties=species:S:1:pos:R:3:lowdin_charge:R:1 method="wB97M-V/def2-TZVPD" homo_energy_ev="-10.2 / -10.2" spin_multiplicity=1 orbital_gap_ha="0.338 / 0.338"
N 1.519 0.106 -0.391 -0.113
N -1.233 -0.880 0.133 -0.521
O -1.192 -1.933 -0.482 0.036
O -1.653 -0.567 1.198 0.059
O -0.694 1.687 0.224 -0.477
S -0.508 0.718 -0.748 1.042
H 2.102 0.857 -0.582 -0.054
H 1.659 0.011 0.647 0.028

***

[3]
9
Properties=species:S:1:pos:R:3:lowdin_charge:R:1 method="wB97M-V/def2-TZVPD" homo_energy_ev=-5.5 smiles="N[P@@](=O)([O-])[N+](=O)[O-]" spin_multiplicity=1 charge=-1 orbital_gap_ha=0.355
N -1.079 1.009 0.115 -0.103
P 0.305 0.524 -0.611 0.328
O 0.295 0.187 -2.025 -0.334
O 1.471 1.432 0.071 -0.477
N 0.460 -1.162 0.251 -0.432
O -0.517 -1.488 0.955 -0.083
O 1.354 -1.922 -0.018 0.005
H -0.643 1.268 1.027 0.055
H -1.646 0.152 0.235 0.041

***

[4]
9
Properties=species:S:1:pos:R:3:lowdin_charge:R:1 method="wB97M-V/def2-TZVPD" homo_energy_ev=-10.0 spin_multiplicity=1 orbital_gap_ha=0.355
N -0.096 -1.607 -1.048 -0.025
N -0.717 0.412 1.662 -0.314
O -0.713 -1.770 -2.073 0.024
O 0.873 -0.644 -1.209 -0.154
O 0.086 1.802 -0.205 -0.319
O 1.389 -0.294 -0.040 -0.373
S 0.545 0.982 1.091 0.973
H -0.705 -0.251 2.529 0.086
H -0.663 1.371 -0.705 0.102

***

[5]
6
Properties=species:S:1:pos:R:3:lowdin_charge:R:1 method="wB97M-V/def2-TZVPD" homo_energy_ev=-10.0 smiles=N#[N+][S-].O spin_multiplicity=1 orbital_gap_ha=0.387
N -1.240 -2.425 -0.924 0.171
N -0.930 -1.876 0.006 -0.810
S -0.511 -1.089 1.212 0.698
O 0.669 1.760 -0.337 -0.083
H 0.807 2.606 0.079 0.028
H 1.204 1.024 -0.036 -0.004

***

[6]
5
Properties=species:S:1:pos:R:3:lowdin_charge:R:1 method="wB97M-V/def2-TZVPD" homo_energy_ev=-18.1 spin_multiplicity=1 charge=+1 orbital_gap_ha=0.312
N 2.583 0.229 -0.082 0.106
N 1.497 0.108 0.027 -0.011
P -1.391 -0.719 0.023 1.094
H -0.751 0.259 -1.001 -0.067
H -1.938 0.122 1.034 -0.122

***

[7]
10
Properties=species:S:1:pos:R:3:lowdin_charge:R:1 method="wB97M-V/def2-TZVPD" homo_energy_ev=-10.5 spin_multiplicity=1 orbital_gap_ha=0.331
H 0.675 1.204 -0.906 0.084
N 0.677 0.423 -0.311 0.173
N 1.810 0.028 -0.039 -0.411
O 2.930 0.295 -0.299 0.114
O 1.637 -0.999 0.924 0.142
H 0.995 -1.451 0.660 -0.034
O -1.649 1.799 0.262 0.005
N -1.916 0.602 0.280 -0.051
N -1.850 -0.405 -0.394 -0.037
O -1.960 -1.650 -0.667 0.014

***

[8]
9
Properties=species:S:1:pos:R:3:lowdin_charge:R:1 method="wB97M-V/def2-TZVPD" homo_energy_ev="-3.3 / -3.3" spin_multiplicity=1 charge=-1 orbital_gap_ha="0.280 / 0.280"
N -0.120 -1.492 1.042 -0.136
N 0.544 -1.163 0.152 0.072
N 0.590 0.885 -0.875 0.019
N -1.140 -1.557 1.614 -0.184
N -0.326 1.584 -1.241 -0.287
O -1.314 -1.769 2.837 -0.264
O -0.337 2.665 -1.902 -0.195
H 0.523 -0.132 -0.453 -0.131
H 1.580 0.977 -1.174 0.105

***

[9]
6
Properties=species:S:1:pos:R:3:lowdin_charge:R:1 method="wB97M-V/def2-TZVPD" homo_energy_ev="-10.8 / -9.5" spin_multiplicity=1 orbital_gap_ha="0.325 / 0.324"
N 2.222 -0.120 0.116 -0.737
O 2.450 0.512 -0.907 -0.066
O 2.671 -1.196 0.438 0.016
P 0.881 0.748 0.920 0.882
H 0.224 0.470 -0.286 -0.128
H -1.636 0.444 2.569 0.033

***

[10]
10
Properties=species:S:1:pos:R:3:lowdin_charge:R:1 method="wB97M-V/def2-TZVPD" homo_energy_ev=-4.5 spin_multiplicity=1 charge=-1 orbital_gap_ha=0.282
N 1.857 0.252 -0.397 -0.539
O -2.336 -2.246 -0.226 -0.565
O 0.001 -1.610 0.159 -0.580
S -1.901 0.633 -0.686 0.082
S 1.217 1.596 -1.101 0.397
S -0.616 1.930 0.220 -0.230
S 0.104 1.177 1.860 0.030
S -1.407 -1.322 0.433 0.417
H 1.606 0.256 0.668 -0.078
H 1.476 -0.667 -0.930 0.068